Entry 1:
The following is a DFT calculation (ωB97M-V/def2-TZVPD) of C3H4F2O as an isolated structure at a distorted geometry.

Its HOMO-LUMO gap is 11.436 eV. The strongest force on any atom comes out at 5.963 eV/A. As for the total charge: 0. The value obtained for the energy above the lowest of the compared OMol25 structures with the same formula, charge and spin is 31.2 kcal per mole.

Positions of all 10 atoms, in Å:
C (0.001, -0.131, -0.765)
C (-0.007, 0.990, 0.130)
C (-0.029, -0.973, 0.569)
H (0.795, 1.816, 0.072)
H (-0.926, 1.558, 0.201)
H (-1.042, -1.364, 0.902)
H (0.802, -1.616, 0.598)
O (0.236, 0.250, 1.339)
F (1.215, -0.310, -1.413)
F (-1.045, -0.220, -1.633)

***

Entry 2:
The following is a DFT calculation (ωB97M-V/def2-TZVPD) of one molecule with the formula C16H22N2O2.

Its HOMO-LUMO gap is 8.376 eV. The strongest force on any atom comes out at 0.779 eV/A. As for the total charge: 0. The value obtained for the energy above the lowest of the compared OMol25 structures with the same formula, charge and spin is 51.8 kcal per mole.

Positions of all 42 atoms, in Å:
C (2.034, -3.659, -3.719)
C (1.957, -2.918, -2.432)
C (1.992, -1.578, -2.182)
C (1.883, -1.407, -0.774)
C (1.859, -0.276, 0.062)
C (1.738, -0.487, 1.423)
C (1.636, -1.776, 1.953)
C (1.652, -2.899, 1.158)
C (1.780, -2.698, -0.212)
N (1.825, -3.592, -1.242)
H (1.781, -4.592, -1.148)
H (1.571, -3.890, 1.577)
H (1.542, -1.883, 3.024)
H (1.721, 0.341, 2.114)
O (1.992, 0.926, -0.575)
C (1.711, 2.141, 0.084)
C (0.249, 2.585, -0.151)
O (0.044, 2.863, -1.510)
H (0.195, 2.046, -2.002)
C (-0.741, 1.532, 0.374)
N (-2.111, 1.954, 0.154)
C (-3.073, 0.867, 0.196)
C (-3.410, 0.637, 1.683)
H (-2.740, -0.112, 2.107)
H (-4.433, 0.290, 1.812)
C (-3.170, 2.013, 2.322)
H (-4.087, 2.446, 2.717)
H (-2.452, 1.948, 3.138)
C (-2.609, 2.873, 1.164)
H (-3.412, 3.459, 0.708)
H (-1.828, 3.559, 1.489)
H (-3.966, 1.201, -0.340)
H (-2.687, -0.025, -0.297)
H (-0.582, 0.607, -0.188)
H (-0.519, 1.330, 1.434)
H (0.095, 3.540, 0.362)
H (1.936, 2.099, 1.152)
H (2.369, 2.880, -0.384)
H (2.092, -0.795, -2.905)
H (2.133, -2.960, -4.543)
H (2.894, -4.331, -3.726)
H (1.137, -4.259, -3.875)

***

Entry 3:
The following is a DFT calculation (ωB97M-V/def2-TZVPD) of C7H13IN as an isolated structure at a distorted geometry.

Its HOMO-LUMO gap (spin up / spin down) is 5.500 / 7.267 eV. The strongest force on any atom comes out at 3.994 eV/A. As for the multiplicity: 3. As for the total charge: +1. The expectation value of S² is 2.016.

Positions of all 22 atoms, in Å:
C (-0.225, 2.397, 0.013)
C (-1.009, 1.568, -0.449)
C (0.640, -0.585, 0.251)
C (-0.196, 3.622, 0.804)
C (-1.973, 0.851, -1.257)
C (1.969, -2.604, -0.070)
C (-0.445, -2.730, 0.358)
N (0.758, -1.828, 0.088)
I (2.337, 0.603, 0.467)
H (0.740, 1.829, 0.213)
H (0.378, 3.515, 1.689)
H (-1.181, 3.894, 1.007)
H (0.347, 4.445, 0.275)
H (-2.249, -0.175, -0.810)
H (-1.792, 0.882, -2.349)
H (-2.816, 1.432, -1.003)
H (2.721, -2.101, 0.628)
H (2.317, -2.588, -1.189)
H (1.724, -3.593, 0.160)
H (-1.008, -2.830, -0.570)
H (-1.018, -2.211, 1.154)
H (-0.019, -3.791, 0.589)

***

Entry 4:
The following is a DFT calculation (ωB97M-V/def2-TZVPD) of a 3-piece molecular cluster, C15H30BNO7PS2 overall at a distorted geometry.

Its HOMO-LUMO gap is 8.372 eV. The strongest force on any atom comes out at 2.246 eV/A. As for the total charge: +1.

Positions of all 57 atoms, in Å:
O (4.603, -1.121, 0.948)
P (3.583, -0.528, 0.062)
C (1.828, -0.680, 0.746)
O (1.599, -1.818, 1.509)
B (2.070, -1.746, 2.823)
O (1.811, -2.840, 3.613)
O (2.759, -0.663, 3.333)
C (1.093, 0.641, 1.133)
C (-0.384, 0.152, 0.956)
C (-1.457, 1.196, 1.329)
O (-2.515, 1.201, 0.364)
C (-3.575, 0.377, 0.696)
C (-3.896, -0.648, -0.168)
C (-4.955, -1.497, 0.056)
C (-5.731, -1.326, 1.185)
C (-5.390, -0.324, 2.066)
C (-4.333, 0.521, 1.840)
C (-0.324, -0.303, -0.507)
N (1.018, -0.992, -0.533)
H (3.795, 0.819, -0.319)
H (3.546, -1.276, -1.150)
H (2.647, -3.084, 4.030)
H (3.719, -0.744, 3.249)
H (1.242, 0.975, 2.159)
H (1.416, 1.380, 0.395)
H (-0.663, -0.737, 1.533)
H (-1.827, 1.066, 2.350)
H (-0.999, 2.193, 1.304)
H (-3.295, -0.792, -1.065)
H (-5.161, -2.260, -0.689)
H (-6.584, -1.977, 1.347)
H (-6.004, -0.203, 2.955)
H (-4.105, 1.295, 2.569)
H (-1.054, -1.055, -0.811)
H (-0.404, 0.540, -1.199)
H (1.509, -0.475, -1.267)
H (1.000, -1.987, -0.843)
C (2.618, -4.910, -3.568)
S (2.094, -3.297, -2.996)
O (1.047, -3.510, -1.938)
C (1.246, -2.812, -4.503)
H (3.143, -5.406, -2.755)
H (1.747, -5.499, -3.855)
H (3.291, -4.789, -4.416)
H (0.462, -3.534, -4.733)
H (1.965, -2.760, -5.320)
H (0.802, -1.830, -4.348)
C (-0.840, 5.438, 0.054)
S (0.710, 4.543, -0.080)
O (0.805, 3.642, 1.110)
C (1.782, 5.949, 0.233)
H (-1.656, 4.727, -0.072)
H (-0.912, 5.905, 1.036)
H (-0.892, 6.193, -0.730)
H (1.543, 6.384, 1.204)
H (1.649, 6.688, -0.556)
H (2.812, 5.599, 0.233)

***

The highest strongest force on any atom belongs to which entry? C3H4F2O

***

Copy entry 2 word for word.
The following is a DFT calculation (ωB97M-V/def2-TZVPD) of one molecule with the formula C16H22N2O2.

Its HOMO-LUMO gap is 8.376 eV. The strongest force on any atom comes out at 0.779 eV/A. As for the total charge: 0. The value obtained for the energy above the lowest of the compared OMol25 structures with the same formula, charge and spin is 51.8 kcal per mole.

Positions of all 42 atoms, in Å:
C (2.034, -3.659, -3.719)
C (1.957, -2.918, -2.432)
C (1.992, -1.578, -2.182)
C (1.883, -1.407, -0.774)
C (1.859, -0.276, 0.062)
C (1.738, -0.487, 1.423)
C (1.636, -1.776, 1.953)
C (1.652, -2.899, 1.158)
C (1.780, -2.698, -0.212)
N (1.825, -3.592, -1.242)
H (1.781, -4.592, -1.148)
H (1.571, -3.890, 1.577)
H (1.542, -1.883, 3.024)
H (1.721, 0.341, 2.114)
O (1.992, 0.926, -0.575)
C (1.711, 2.141, 0.084)
C (0.249, 2.585, -0.151)
O (0.044, 2.863, -1.510)
H (0.195, 2.046, -2.002)
C (-0.741, 1.532, 0.374)
N (-2.111, 1.954, 0.154)
C (-3.073, 0.867, 0.196)
C (-3.410, 0.637, 1.683)
H (-2.740, -0.112, 2.107)
H (-4.433, 0.290, 1.812)
C (-3.170, 2.013, 2.322)
H (-4.087, 2.446, 2.717)
H (-2.452, 1.948, 3.138)
C (-2.609, 2.873, 1.164)
H (-3.412, 3.459, 0.708)
H (-1.828, 3.559, 1.489)
H (-3.966, 1.201, -0.340)
H (-2.687, -0.025, -0.297)
H (-0.582, 0.607, -0.188)
H (-0.519, 1.330, 1.434)
H (0.095, 3.540, 0.362)
H (1.936, 2.099, 1.152)
H (2.369, 2.880, -0.384)
H (2.092, -0.795, -2.905)
H (2.133, -2.960, -4.543)
H (2.894, -4.331, -3.726)
H (1.137, -4.259, -3.875)

***

Look up the strongest force on any atom of the first one. 5.963 eV/A

***

Among the records above, which one has the lowest strongest force on any atom? C16H22N2O2